C22H22N4O4S | ωB97M-V/def2-TZVPD

```
! RIJCOSX wB97M-V def2-TZVPD def2/J DEFGRID3
* xyz 0 1
O 0.31 2.06 -0.31
C 0.05 1.56 0.77
C -1.38 1.55 1.30
S -2.51 1.79 -0.11
C -2.01 0.39 -0.96
N -1.24 -0.56 -0.51
N -1.11 -1.45 -1.52
C -1.80 -1.00 -2.51
C -1.98 -1.67 -3.83
C -3.24 -2.56 -3.77
O -4.38 -1.78 -3.50
C -4.44 -0.62 -4.24
C -5.64 0.07 -4.29
C -5.75 1.23 -5.03
C -4.66 1.70 -5.75
C -3.45 1.03 -5.69
C -3.33 -0.13 -4.93
O -2.10 -0.75 -4.88
O -2.41 0.17 -2.22
N 0.98 0.98 1.54
C 0.83 0.46 2.88
C 1.83 1.16 3.83
N 3.18 1.00 3.36
C 3.93 -0.11 3.75
C 4.73 -0.83 2.87
C 5.51 -1.89 3.32
C 5.50 -2.26 4.65
C 4.71 -1.54 5.54
C 3.94 -0.48 5.10
C 3.31 1.54 2.02
C 2.34 0.86 1.05
H -1.56 2.39 1.98
H -1.65 0.61 1.77
H -1.10 -2.28 -4.03
H -3.35 -3.06 -4.75
H -3.16 -3.30 -2.98
H -6.48 -0.33 -3.73
H -6.69 1.76 -5.06
H -4.74 2.60 -6.34
H -2.58 1.39 -6.22
H -0.18 0.61 3.25
H 1.04 -0.62 2.87
H 1.71 0.74 4.83
H 1.59 2.23 3.87
H 4.76 -0.59 1.82
H 6.12 -2.43 2.61
H 6.10 -3.09 4.99
H 4.70 -1.81 6.59
H 3.37 0.08 5.82
H 4.34 1.46 1.68
H 3.06 2.61 2.08
H 2.38 1.33 0.06
H 2.58 -0.20 0.95
*
```

Results
- molecular weight (g mol⁻¹) = 438.5
- SMILES = O=C(CSc1nnc([C@H]2COc3ccccc3O2)o1)N1CCN(c2ccccc2)CC1
- ΔE to the lowest compared entry with this formula, charge and spin (kcal per mole) = 78.64
- LUMO energy (eV) = 0.558
- frontier orbital gap (eV) = 8.365

Need the Mulliken charges? In units of e they are: -0.6726 0.8053 -0.8172 -0.1796 0.4310 0.0592 -0.9825 0.3264 0.3120 -0.6045 -0.4737 0.7227 -0.7636 -0.4989 -0.5148 -0.8533 0.7283 -0.4685 -0.1655 0.0921 -0.5598 -1.0595 0.0813 0.9875 -0.3901 -0.8083 -0.4760 -0.6205 -0.3044 -1.1933 -0.6070 0.4317 0.3959 0.3980 0.3052 0.4584 0.4280 0.3817 0.3824 0.4335 0.5628 0.1017 0.3683 0.3591 0.2602 0.3606 0.3853 0.3622 0.4023 0.5489 0.3822 0.3867 0.3728

C22H22N4O5S2 | ωB97M-V/def2-TZVPD

```
! RIJCOSX wB97M-V def2-TZVPD def2/J DEFGRID3
* xyz 0 1
C 0.52 3.12 1.60
C 0.15 1.73 1.11
N 0.22 1.52 -0.32
C 1.51 1.54 -0.98
C 1.95 2.91 -1.50
S -1.07 2.11 -1.19
O -0.82 1.82 -2.57
O -1.40 3.47 -0.83
C -2.38 1.04 -0.60
C -3.44 1.52 0.13
C -4.42 0.65 0.56
C -4.32 -0.71 0.29
O -5.22 -1.66 0.67
C -6.38 -1.25 1.37
C -3.21 -1.20 -0.43
N -3.14 -2.57 -0.67
C -2.04 -3.36 -0.87
O -2.15 -4.49 -1.28
C -0.72 -2.78 -0.53
C 0.42 -2.89 -1.26
C 1.53 -2.27 -0.64
C 2.86 -2.15 -1.14
O 3.30 -2.56 -2.19
N 3.73 -1.44 -0.24
C 5.02 -1.26 -0.63
C 5.92 -0.60 0.14
C 5.52 -0.08 1.38
C 4.23 -0.25 1.79
C 3.29 -0.94 0.98
N 2.06 -1.07 1.40
C 1.21 -1.71 0.60
S -0.46 -1.94 0.99
C -2.27 -0.30 -0.91
H 1.59 3.30 1.49
H -0.03 3.87 1.03
H 0.26 3.22 2.65
H -0.89 1.52 1.38
H 0.78 0.97 1.60
H 2.25 1.14 -0.28
H 1.43 0.86 -1.83
H 2.89 2.82 -2.03
H 1.19 3.29 -2.18
H 2.07 3.62 -0.68
H -3.49 2.58 0.35
H -5.26 1.03 1.12
H -6.13 -0.79 2.33
H -6.95 -2.16 1.54
H -6.98 -0.55 0.77
H -4.02 -3.05 -0.71
H 0.47 -3.38 -2.21
H 5.25 -1.69 -1.60
H 6.94 -0.48 -0.21
H 6.23 0.44 2.00
H 3.86 0.12 2.73
H -1.45 -0.62 -1.53
*
```

Results
- molecular weight (g mol⁻¹) = 486.6
- SMILES = CCN(CC)S(=O)(=O)c1ccc(OC)c(NC(=O)c2cc3c(=O)n4ccccc4nc3s2)c1
- ΔE to the lowest compared entry with this formula, charge and spin (kcal per mole) = 4.51
- LUMO energy (eV) = -0.502
- frontier orbital gap (eV) = 7.699

Need the Mulliken charges? In units of e they are: -1.5316 -0.2687 0.6990 -0.2754 -1.2735 1.4119 -0.7299 -0.7298 -0.8429 -0.5688 -0.5824 1.0268 -0.4734 -0.9490 -0.6922 -0.0420 0.2410 -0.6372 0.3265 -1.5737 0.7348 0.0683 -0.6790 0.1762 -0.4227 -0.5667 -0.2238 -0.7531 0.4179 -0.5817 1.0632 -0.1622 0.0772 0.3269 0.3080 0.4502 0.2824 0.2073 0.1002 0.2254 0.4729 0.3604 0.2154 0.5485 0.4087 0.3726 0.2619 0.3785 0.2513 0.5128 0.4553 0.4301 0.4276 0.5087 0.8121

C22H22N6O3S | ωB97M-V/def2-TZVPD

```
! RIJCOSX wB97M-V def2-TZVPD def2/J DEFGRID3
* xyz 0 1
H 2.44 -0.74 2.63
N 2.05 -1.64 2.36
C 1.59 -1.72 1.19
C 1.01 -2.92 0.66
C 0.77 -4.18 1.18
C 1.02 -4.74 2.53
N 0.20 -4.88 0.17
N 0.06 -4.18 -0.97
C 0.55 -2.98 -0.69
N 0.63 -1.92 -1.53
C 1.13 -0.85 -1.04
S 1.20 0.55 -2.13
C -0.30 0.21 -3.09
C -1.58 0.33 -2.26
O -2.57 -0.30 -2.58
N -1.48 1.19 -1.22
C -2.42 1.51 -0.23
C -2.05 2.45 0.72
C -2.94 2.78 1.73
C -4.19 2.19 1.79
C -4.56 1.24 0.83
O -5.80 0.71 0.97
C -6.23 -0.24 0.02
C -3.67 0.90 -0.18
N 1.59 -0.67 0.23
C 2.03 0.63 0.64
C 1.28 1.33 1.56
C 1.70 2.60 1.94
C 2.84 3.15 1.40
C 3.60 2.43 0.46
O 4.70 3.06 -0.02
C 5.47 2.41 -1.00
C 3.19 1.16 0.09
H 0.09 -5.03 3.01
H 1.51 -3.97 3.12
H 1.67 -5.61 2.47
H -0.11 -5.83 0.19
H -0.31 0.94 -3.90
H -0.23 -0.80 -3.50
H -0.59 1.67 -1.12
H -1.08 2.92 0.67
H -2.66 3.51 2.47
H -4.89 2.44 2.57
H -7.24 -0.52 0.32
H -6.25 0.18 -0.99
H -5.59 -1.13 0.03
H -3.92 0.18 -0.94
H 0.38 0.90 1.97
H 1.13 3.16 2.67
H 3.18 4.13 1.68
H 5.92 1.49 -0.62
H 6.26 3.11 -1.27
H 4.87 2.19 -1.89
H 3.75 0.57 -0.62
*
```

Results
- molecular weight (g mol⁻¹) = 450.5
- SMILES = [H]/N=c1/c2c(C)[nH]nc2nc(SCC(=O)Nc2cccc(OC)c2)n1-c1cccc(OC)c1
- ΔE to the lowest compared entry with this formula, charge and spin (kcal per mole) = 0.95
- LUMO energy (eV) = 0.444
- frontier orbital gap (eV) = 8.613

Need the Mulliken charges? In units of e they are: 0.2912 -0.7476 0.6203 1.4581 -0.6890 -1.3990 0.4196 -1.1153 0.0516 -0.3518 0.7336 -0.1350 -0.8187 0.6900 -0.6748 -0.0692 -0.2543 -0.6802 -0.6483 -0.6700 0.5861 -0.4629 -0.7885 0.0065 0.6012 -2.0875 -0.2051 -0.8504 -0.6659 0.4817 -0.4590 -0.7880 0.5808 0.3258 0.3181 0.3347 0.1824 0.4633 0.3831 0.0604 0.5065 0.3830 0.4511 0.2280 0.3232 0.3245 0.7351 0.5571 0.4456 0.4803 0.3173 0.2472 0.3280 0.6452

C22H22N6O7S2 | ωB97M-V/def2-TZVPD

```
! RIJCOSX wB97M-V def2-TZVPD def2/J DEFGRID3
* xyz 0 1
C -2.24 0.55 3.56
C -0.91 0.99 2.94
C -0.06 1.79 3.91
O -1.19 1.69 1.72
N -0.85 3.04 1.73
C -0.78 3.57 0.57
C -1.00 2.76 -0.69
O -1.89 2.96 -1.49
N -0.10 1.74 -0.79
C -0.32 0.63 -1.66
C 0.91 -0.27 -1.85
O 1.98 -0.19 -2.37
N 0.31 -1.29 -1.16
C 0.52 -2.67 -1.00
C -0.36 -3.46 -1.66
C -1.31 -2.78 -2.60
S -2.33 -1.50 -1.74
C -0.95 -0.61 -0.96
C -0.53 -4.94 -1.52
N 0.49 -5.59 -0.74
C 0.18 -6.49 0.24
C 1.11 -7.32 0.75
C 2.42 -7.31 0.18
C 2.77 -6.37 -0.71
C 1.84 -5.24 -1.00
O 2.26 -4.15 -0.11
C 1.65 -2.98 -0.08
O 2.05 -2.13 0.69
C -0.50 4.98 0.43
C -0.56 5.91 1.43
S -0.18 7.47 0.82
C 0.04 6.73 -0.78
N 0.46 7.47 -1.83
N -0.16 5.47 -0.80
C -0.10 -0.25 2.48
O -0.36 -1.38 2.79
O 0.90 0.10 1.68
H -2.04 -0.15 4.37
H -2.76 1.42 3.95
H -2.85 0.06 2.81
H -0.60 2.67 4.23
H 0.17 1.17 4.78
H 0.87 2.09 3.44
H 0.52 1.57 -0.01
H -0.83 0.97 -2.56
H -0.76 -2.26 -3.39
H -2.02 -3.47 -3.04
H -1.23 -0.45 0.08
H -1.51 -5.12 -1.05
H -0.57 -5.38 -2.53
H -0.85 -6.51 0.55
H 0.86 -8.02 1.53
H 3.11 -8.10 0.44
H 3.73 -6.34 -1.19
H 1.94 -4.87 -2.03
H -0.81 5.76 2.45
H 0.33 8.47 -1.79
H 0.38 7.04 -2.73
H 1.41 -0.70 1.38
*
```

Results
- molecular weight (g mol⁻¹) = 546.6
- SMILES = CC(C)(O/N=C(\C(=O)N[C@H]1C(=O)N2C3=C(CS[C@H]12)CN1C=CC=C[C@@H]1OC3=O)c1csc(N)n1)C(=O)O
- LUMO energy (eV) = -0.057
- frontier orbital gap (eV) = 7.996

Need the Mulliken charges? In units of e they are: -1.7483 1.8635 -1.7401 0.1042 -0.6724 0.4773 0.5965 -0.6558 -0.0218 -0.5904 0.1804 -0.6688 0.5189 0.0562 0.8430 -1.1427 -0.1822 0.7216 -1.1117 0.2256 -0.1387 -0.7315 -0.0550 -1.2014 0.0252 -0.2406 0.2719 -0.7206 -0.1187 -0.4690 -0.2173 0.5512 -0.4340 -0.4589 0.1378 -0.6464 -0.4250 0.3850 0.4183 0.3452 0.4104 0.4367 0.4085 0.2732 0.4741 0.3629 0.5242 -0.3775 0.3351 0.3670 0.3028 0.4160 0.4094 0.4170 0.4546 0.4652 0.2342 0.2558 0.5001

C22H22NO13S2 | ωB97M-V/def2-TZVPD

```
! RIJCOSX wB97M-V def2-TZVPD def2/J DEFGRID3
* xyz -1 1
C 2.08 1.07 -0.85
C 1.34 0.05 -1.95
C 1.96 -1.46 -1.91
S 1.52 -2.48 -0.41
O 2.79 -2.57 0.52
O 0.39 -1.90 0.48
N 1.20 -4.12 -0.99
S -0.44 -4.62 -0.65
O -0.76 -4.72 0.87
O -0.56 -6.09 -1.20
O -0.10 0.15 -1.71
C -0.90 -0.46 -2.78
C -2.41 -0.72 -2.12
C -2.85 0.40 -0.95
C -4.30 0.26 -0.15
C -5.26 -1.01 -0.54
C -4.82 -2.10 -1.70
C -3.39 -1.98 -2.51
H 1.61 2.15 -0.98
H 3.23 1.04 -1.06
H 1.84 0.69 0.25
H 1.62 0.52 -3.02
H 1.66 -2.05 -2.88
H 3.15 -1.34 -1.90
H -1.43 -3.88 -1.37
H -1.02 0.22 -3.74
H -0.54 -1.51 -3.15
H -2.18 1.31 -0.64
H -4.56 1.04 0.69
H -6.27 -1.12 0.07
H -5.53 -3.00 -1.99
H -3.08 -2.77 -3.31
C -4.24 0.27 4.24
C -3.89 0.82 5.40
C -4.91 1.44 6.29
O -4.57 1.93 7.37
C -6.31 1.45 5.84
C -6.65 0.90 4.67
C -5.64 0.25 3.80
O -5.99 -0.26 2.74
O -7.97 0.90 4.24
O -2.58 0.84 5.82
H -3.51 -0.19 3.58
H -7.04 1.92 6.49
H -7.96 0.44 3.37
H -2.59 1.29 6.69
C 7.97 2.26 -3.22
C 6.72 1.86 -3.42
C 5.78 1.66 -2.28
O 4.62 1.31 -2.49
C 6.29 1.88 -0.92
C 7.55 2.28 -0.72
C 8.48 2.51 -1.86
O 9.62 2.89 -1.65
O 8.04 2.49 0.56
O 6.24 1.62 -4.69
H 8.66 2.42 -4.04
H 5.61 1.71 -0.10
H 8.97 2.77 0.44
H 5.30 1.35 -4.57
*
```

Results
- molecular weight (g mol⁻¹) = 572.5
- LUMO energy (eV) = -0.403
- frontier orbital gap (eV) = 5.138

Need the Mulliken charges? In units of e they are: -0.6821 0.0547 -0.6676 1.0064 -0.7594 -0.5614 -0.4848 0.8690 -0.6119 -0.6879 -0.1228 -0.2889 0.3084 -0.3546 -0.2694 -0.2775 -0.3800 -0.4022 0.3209 -0.0613 0.3152 0.2136 0.3629 0.3096 0.1197 0.2426 0.2286 0.1947 0.2601 0.2309 0.2554 0.3362 -0.9335 0.4028 0.8461 -0.6226 -0.8424 0.3018 0.7905 -0.5212 -0.5807 -0.5460 0.6138 0.4016 0.3437 0.3427 -0.8151 0.1717 1.0230 -0.4876 -0.8211 0.3241 0.8185 -0.6236 -0.5638 -0.5959 0.4062 0.4705 0.3426 0.3370